Record 1
{"formula": "C34H29AuN5S", "method": "the ωB97M-V functional and the def2-TZVPD basis", "symbols": ["Au", "C", "C", "C", "C", "C", "C", "N", "C", "C", "C", "C", "C", "C", "N", "N", "C", "C", "C", "C", "C", "N", "H", "H", "H", "H", "H", "H", "H", "H", "H", "H", "H", "H", "H", "C", "C", "C", "C", "C", "C", "C", "C", "S", "C", "N", "C", "C", "C", "C", "C", "C", "C", "C", "H", "H", "H", "H", "H", "H", "H", "H", "H", "H", "H", "H", "H", "H", "H", "H"], "xyz": [[0.1765, 1.1688, 0.9760], [-4.1038, -1.1330, -1.8545], [-2.8999, -1.8144, -1.7125], [-2.1173, -1.6176, -0.5882], [-2.5391, -0.7518, 0.4240], [-3.7449, -0.0625, 0.2726], [-4.5187, -0.2565, -0.8616], [-1.6364, -0.5010, 1.4677], [-1.9991, -0.2145, 2.6973], [-3.2518, -0.5640, 3.3160], [-3.3929, -0.4784, 4.6615], [-2.3310, -0.0065, 5.4942], [-1.1448, 0.3902, 4.9578], [-0.9839, 0.3651, 3.5518], [0.1242, 0.8808, 2.9559], [1.2394, 1.0228, 3.6341], [2.3358, 1.1222, 2.8385], [3.5917, 1.3760, 3.4164], [4.6969, 1.4438, 2.6156], [4.5650, 1.2706, 1.2306], [3.3208, 1.0270, 0.7161], [2.2193, 0.9301, 1.4919], [-4.7124, -1.2829, -2.7361], [-2.5694, -2.4994, -2.4826], [-1.1697, -2.1292, -0.4710], [-4.0532, 0.6510, 1.0263], [-5.4485, 0.2867, -0.9717], [-4.0342, -0.9839, 2.7010], [-4.3156, -0.8026, 5.1238], [-2.4789, 0.0395, 6.5643], [-0.3366, 0.7653, 5.5677], [3.6405, 1.5127, 4.4862], [5.6678, 1.6418, 3.0490], [5.4174, 1.3301, 0.5709], [3.1672, 0.9112, -0.3452], [2.4336, -3.7588, -3.1612], [3.0540, -2.4377, -2.6850], [4.2952, -2.1179, -3.5296], [3.4867, -2.6018, -1.2282], [2.0294, -1.3186, -2.8559], [1.5339, -1.0296, -4.1459], [0.5688, -0.0771, -4.3742], [0.0864, 0.6395, -3.2796], [-1.1977, 1.8045, -3.2127], [-0.9902, 1.9327, -1.5269], [0.0129, 1.2269, -1.0496], [0.6033, 0.4109, -2.0097], [1.5516, -0.5870, -1.7862], [-1.8343, 2.6029, -0.5661], [-2.9202, 3.4121, -0.8766], [-3.6885, 3.9305, 0.1510], [-3.3635, 3.6396, 1.4698], [-2.2793, 2.8240, 1.7818], [-1.5164, 2.2955, 0.7580], [3.1478, -4.5726, -3.0296], [2.1628, -3.7220, -4.2164], [1.5359, -3.9973, -2.5883], [5.0367, -2.9092, -3.4112], [4.7496, -1.1758, -3.2169], [4.0581, -2.0423, -4.5906], [4.2246, -3.4012, -1.1601], [2.6496, -2.8719, -0.5811], [3.9526, -1.6945, -0.8366], [1.9012, -1.5965, -4.9904], [0.1835, 0.0923, -5.3702], [1.8623, -0.8023, -0.7755], [-3.1658, 3.6278, -1.9094], [-4.5352, 4.5641, -0.0725], [-3.9587, 4.0540, 2.2729], [-2.0511, 2.6195, 2.8191]], "forces_ev_per_a": [[-0.04, 0.35, -0.26], [0.01, -0.01, -0.01], [0.01, -0.01, 0.01], [0.00, 0.01, -0.05], [0.09, -0.01, 0.14], [-0.04, 0.00, -0.02], [0.01, 0.01, 0.02], [-0.21, -0.22, -0.25], [-0.03, -0.03, 0.18], [0.07, 0.03, -0.06], [0.11, 0.04, 0.10], [-0.09, -0.04, -0.04], [-0.03, 0.00, -0.05], [0.15, 0.15, 0.03], [-0.03, -0.09, 0.24], [0.10, -0.07, -0.14], [-0.25, 0.02, 0.03], [-0.02, -0.03, 0.06], [0.05, 0.02, 0.00], [-0.01, -0.02, -0.02], [-0.07, 0.05, 0.12], [0.14, -0.09, 0.07], [0.00, 0.00, 0.00], [0.00, 0.00, -0.01], [0.01, 0.00, 0.00], [-0.01, 0.01, -0.02], [0.00, 0.00, 0.00], [-0.01, 0.00, 0.02], [-0.01, 0.00, 0.01], [-0.01, 0.00, 0.00], [0.00, 0.00, 0.01], [0.00, 0.00, 0.01], [0.01, 0.00, 0.00], [0.00, 0.00, -0.01], [-0.02, -0.03, -0.08], [0.01, 0.00, 0.00], [-0.02, 0.02, 0.01], [0.00, 0.01, 0.01], [0.01, 0.00, 0.00], [0.00, -0.02, -0.05], [0.02, -0.04, 0.02], [-0.05, 0.02, 0.05], [0.09, -0.06, -0.10], [-0.09, 0.00, -0.05], [0.08, -0.05, -0.03], [0.06, -0.13, -0.16], [0.02, 0.09, 0.03], [-0.03, 0.06, -0.03], [0.00, 0.05, -0.05], [-0.05, 0.03, 0.01], [0.02, 0.00, -0.03], [-0.01, 0.00, 0.03], [0.06, 0.05, 0.00], [-0.04, -0.05, 0.25], [0.01, -0.01, 0.00], [-0.01, 0.00, -0.01], [-0.01, -0.01, 0.01], [0.00, -0.01, 0.00], [0.00, 0.00, 0.00], [0.00, 0.00, -0.01], [0.00, -0.01, 0.00], [-0.01, 0.00, 0.00], [0.00, 0.01, 0.00], [0.01, 0.00, 0.00], [0.00, 0.02, 0.00], [0.05, 0.00, 0.06], [0.00, 0.01, -0.01], [-0.01, 0.00, 0.00], [-0.01, 0.00, 0.00], [0.00, 0.00, 0.01]], "nbo_charge": [1.316, -0.212, -0.195, -0.245, 0.174, -0.259, -0.206, -0.539, 0.257, -0.254, -0.179, -0.182, -0.211, 0.077, -0.252, -0.285, 0.326, -0.227, -0.131, -0.274, 0.062, -0.591, 0.224, 0.222, 0.223, 0.222, 0.223, 0.234, 0.230, 0.230, 0.248, 0.247, 0.236, 0.239, 0.215, -0.597, -0.109, -0.597, -0.608, 0.138, -0.212, -0.194, -0.243, 0.524, 0.125, -0.535, 0.195, -0.309, -0.224, -0.149, -0.208, -0.165, -0.296, -0.053, 0.220, 0.210, 0.212, 0.220, 0.211, 0.211, 0.228, 0.211, 0.205, 0.227, 0.237, 0.232, 0.227, 0.234, 0.232, 0.237], "e_homo_ev": [-10.038, -10.005], "charge": 1, "gap_ha": [0.22029, 0.22215], "multiplicity": 1}

---

Record 2
{"formula": "C34H29Br2MoN7O5S", "method": "the ωB97M-V functional and the def2-TZVPD basis", "symbols": ["Mo", "C", "C", "C", "C", "N", "C", "C", "C", "C", "C", "C", "N", "H", "H", "H", "H", "H", "H", "H", "H", "O", "S", "O", "O", "O", "Br", "C", "C", "C", "N", "C", "C", "C", "C", "C", "Br", "C", "C", "N", "H", "H", "H", "H", "H", "H", "N", "C", "O", "C", "C", "C", "N", "C", "C", "H", "H", "H", "H", "H", "H", "C", "C", "C", "C", "C", "C", "C", "C", "N", "H", "H", "H", "H", "H", "H", "H", "H", "H"], "xyz": [[-0.4520, -0.4832, 0.0319], [0.3598, -0.6245, -4.3604], [1.0590, -1.8035, -4.4722], [1.4463, -2.4969, -3.3328], [1.1041, -1.9853, -2.0957], [0.3652, -0.8571, -1.9753], [0.0284, -0.1566, -3.0807], [1.5226, -2.5979, -0.8103], [2.5277, -3.5078, -0.7491], [2.8307, -4.0814, 0.5409], [2.3676, -3.4982, 1.6503], [1.6440, -2.1821, 1.5301], [0.8540, -2.1332, 0.2933], [0.0688, -0.0500, -5.2277], [1.3146, -2.1841, -5.4523], [2.0012, -3.4190, -3.3999], [-0.7393, 1.3577, -1.9620], [3.0548, -3.8312, -1.6330], [3.3992, -5.0023, 0.5912], [2.5276, -3.9327, 2.6288], [0.9601, -2.0850, 2.3743], [-0.8364, 3.3459, 1.4781], [-1.5551, 3.2519, 0.2384], [-0.8127, 3.5006, -0.9690], [-1.4419, 0.9145, -0.0019], [1.2816, 0.5582, 0.3078], [-3.3093, -2.0034, 6.0512], [-2.4402, -1.5989, 4.4378], [-1.4131, -0.6810, 4.3988], [-0.8130, -0.4256, 3.1750], [-1.1883, -1.0233, 2.0431], [-2.1982, -1.9193, 2.0908], [-2.8474, -2.2325, 3.2706], [-2.5981, -2.5427, 0.7934], [-3.5046, -3.5885, 0.7304], [-3.8340, -4.0966, -0.5168], [-5.0596, -5.5124, -0.6396], [-3.2594, -3.5647, -1.6566], [-2.3527, -2.5310, -1.4999], [-2.0262, -2.0300, -0.3110], [-1.0642, -0.1698, 5.2839], [0.0094, 0.2721, 3.1095], [-3.6610, -2.9382, 3.3018], [-3.9447, -4.0133, 1.6177], [-3.4943, -3.9426, -2.6402], [-1.8591, -2.0926, -2.3578], [5.3260, -0.6805, 5.0158], [4.0644, -0.1743, 5.1097], [3.5682, 0.1314, 6.1770], [3.3226, -0.0295, 3.8127], [3.4246, -0.9774, 2.8643], [2.6184, -0.9692, 1.5927], [1.9106, 0.3061, 1.5020], [1.8940, 1.2689, 2.4343], [2.5121, 1.1482, 3.6398], [5.8659, -0.7666, 5.8586], [5.7705, -0.7844, 4.1230], [4.0690, -1.8349, 3.0121], [3.2722, -1.0435, 0.7102], [1.3181, 2.1414, 2.1468], [2.4692, 1.9203, 4.3884], [1.3158, 2.9232, -3.5682], [0.0148, 2.8498, -4.3159], [-0.2725, 3.7267, -5.3536], [-1.4774, 3.6482, -6.0358], [-2.4128, 2.6893, -5.6872], [-2.1601, 1.7963, -4.6501], [-3.1907, 0.7727, -4.2570], [-0.9435, 1.8912, -3.9785], [-0.6719, 0.9912, -2.9046], [1.9050, 3.7719, -3.9118], [1.9052, 2.0157, -3.7189], [1.1488, 3.0280, -2.4962], [0.4552, 4.4814, -5.6243], [-1.6880, 4.3393, -6.8414], [-3.3527, 2.6285, -6.2220], [-3.8494, 0.5501, -5.0957], [-3.8062, 1.1429, -3.4340], [-2.7252, -0.1540, -3.9224]], "forces_ev_per_a": [[0.45, 0.22, -0.30], [0.03, 0.00, -0.06], [0.01, -0.02, 0.05], [0.01, -0.01, -0.05], [0.02, -0.05, 0.09], [-0.04, -0.01, -0.07], [-0.02, 0.03, 0.10], [-0.15, 0.15, -0.08], [0.02, -0.01, -0.01], [0.04, -0.05, -0.01], [0.05, 0.02, 0.03], [-0.15, -0.09, -0.17], [0.27, -0.35, 0.16], [0.00, 0.01, 0.01], [0.01, -0.01, -0.02], [0.00, 0.00, -0.01], [-0.02, 0.04, -0.02], [0.00, 0.01, -0.01], [0.00, -0.01, 0.01], [-0.01, 0.00, 0.01], [0.06, 0.04, 0.05], [-0.05, -0.02, -0.10], [0.11, 0.15, 0.11], [-0.05, -0.03, 0.04], [-0.53, 0.14, -0.08], [0.04, -0.20, -0.18], [0.00, 0.00, 0.05], [-0.04, -0.05, -0.13], [0.07, 0.05, 0.01], [-0.09, -0.06, 0.04], [-0.22, -0.09, 0.24], [0.10, 0.00, -0.27], [0.13, 0.13, 0.10], [0.15, 0.14, 0.09], [0.03, 0.02, -0.19], [0.07, 0.09, 0.07], [-0.03, -0.04, -0.03], [0.01, -0.01, -0.02], [-0.06, -0.04, 0.03], [-0.23, -0.12, 0.14], [0.00, 0.00, 0.01], [-0.01, 0.01, -0.01], [-0.02, -0.01, -0.01], [0.00, -0.01, 0.01], [-0.01, -0.01, 0.00], [0.00, 0.02, 0.01], [-0.05, -0.04, -0.03], [0.05, -0.01, -0.04], [-0.04, 0.04, 0.03], [0.11, -0.06, 0.11], [-0.06, -0.02, -0.01], [0.20, 0.21, 0.08], [-0.16, -0.04, 0.23], [0.09, 0.18, 0.15], [-0.05, -0.08, -0.19], [0.01, 0.01, 0.01], [0.03, 0.02, 0.01], [-0.02, -0.03, 0.01], [-0.01, -0.08, -0.02], [-0.01, -0.03, -0.03], [-0.01, 0.02, 0.01], [0.00, -0.02, -0.02], [0.02, 0.00, 0.03], [-0.03, 0.03, -0.02], [0.01, 0.00, 0.01], [0.01, -0.02, -0.01], [-0.04, 0.00, -0.04], [0.03, 0.01, 0.01], [-0.01, 0.05, 0.00], [0.02, -0.04, 0.06], [0.01, -0.01, 0.00], [0.01, -0.01, 0.01], [-0.01, 0.01, 0.01], [0.01, 0.01, 0.00], [0.00, 0.01, -0.01], [-0.01, 0.00, 0.00], [-0.01, 0.01, 0.00], [0.01, -0.02, 0.02], [-0.01, -0.01, -0.02]], "mulliken_charge": [0.387, -0.357, -1.123, -0.921, 0.699, 0.896, -0.014, 0.157, -1.377, -0.650, -1.175, 0.924, 0.777, 0.575, 0.425, 0.417, -0.330, 0.416, 0.445, 0.572, -0.273, -0.420, 0.628, -0.398, -0.987, -0.590, -0.147, -0.312, -0.902, -0.500, 0.584, 0.462, -0.811, 1.013, -0.946, -0.105, -0.148, -1.140, -0.185, 0.859, 0.536, 0.513, 0.505, 0.470, 0.492, 0.341, -0.355, 0.009, -0.645, 1.260, -1.588, 0.409, 0.602, -0.221, -1.318, 0.232, 0.223, 0.508, 0.066, 0.361, 0.451, -1.063, 1.366, -1.136, -0.758, -0.934, 1.078, -1.306, -0.593, 1.022, 0.469, 0.244, 0.192, 0.414, 0.419, 0.433, 0.455, 0.318, 0.101], "e_homo_ev": -6.090, "charge": 0, "gap_ha": 0.17695, "multiplicity": 1}

---

Record 3
{"formula": "C34H29Br4NO2P2STb", "method": "the ωB97M-V functional and the def2-TZVPD basis", "symbols": ["Tb", "Br", "C", "C", "Br", "C", "Br", "C", "O", "C", "O", "C", "Br", "C", "S", "C", "C", "C", "N", "P", "C", "C", "C", "C", "C", "C", "C", "C", "C", "C", "C", "C", "P", "C", "C", "C", "C", "C", "C", "C", "C", "C", "C", "C", "C", "H", "H", "H", "H", "H", "H", "H", "H", "H", "H", "H", "H", "H", "H", "H", "H", "H", "H", "H", "H", "H", "H", "H", "H", "H", "H", "H", "H", "H"], "xyz": [[2.6005, -0.1504, 1.8043], [6.1880, 5.5394, 3.2748], [5.4869, 4.0296, 2.4072], [5.9398, 3.6648, 1.1406], [7.2575, 4.6723, 0.2622], [5.4009, 2.5381, 0.5148], [5.9366, 1.9764, -1.2001], [4.4235, 1.7857, 1.1395], [3.8791, 0.6697, 0.5392], [3.9657, 2.1492, 2.4157], [2.9914, 1.3831, 3.0123], [4.4988, 3.2659, 3.0353], [3.8097, 3.6988, 4.7313], [0.7223, -3.3297, 3.2108], [1.8787, -3.0240, 1.8567], [1.0057, -3.6415, 0.3676], [-0.5108, -3.4508, 0.2554], [-1.0808, -2.2277, -0.4824], [-0.8719, -0.8692, 0.0733], [-2.1836, 0.2271, 0.4340], [-3.3354, -0.6878, 1.5087], [-3.0030, -1.7569, 2.3303], [-3.9378, -2.3079, 3.2028], [-5.2175, -1.7814, 3.2668], [-5.5561, -0.6978, 2.4630], [-4.6237, -0.1520, 1.5971], [-3.1046, 0.2508, -1.1561], [-2.8435, 1.3180, -2.0189], [-3.4310, 1.3749, -3.2795], [-4.2933, 0.3652, -3.6863], [-4.5794, -0.6914, -2.8280], [-3.9944, -0.7453, -1.5692], [0.6815, -0.1530, -0.0865], [1.3565, -0.7398, -1.6552], [0.6551, -0.6720, -2.8586], [1.2650, -1.0675, -4.0376], [2.5786, -1.5263, -4.0248], [3.2809, -1.6107, -2.8312], [2.6621, -1.2260, -1.6499], [0.5753, 1.6494, -0.2935], [0.5788, 2.3959, 0.8914], [0.5526, 3.7785, 0.8710], [0.5545, 4.4345, -0.3518], [0.5911, 3.7080, -1.5371], [0.6038, 2.3207, -1.5132], [1.2753, -3.1649, 4.1345], [0.3988, -4.3680, 3.1819], [-0.1323, -2.6585, 3.1732], [1.2365, -4.7045, 0.3609], [1.5349, -3.1949, -0.4711], [-0.9807, -3.5777, 1.2257], [-0.8532, -4.3040, -0.3365], [-2.1560, -2.3705, -0.5366], [-0.7198, -2.2685, -1.5095], [-2.0038, -2.1595, 2.2967], [-3.6626, -3.1467, 3.8316], [-5.9488, -2.2064, 3.9432], [-6.5521, -0.2760, 2.5143], [-4.9036, 0.6933, 0.9749], [-2.1817, 2.1161, -1.6944], [-3.2265, 2.2138, -3.9364], [-4.7597, 0.4100, -4.6653], [-5.2687, -1.4697, -3.1372], [-4.2577, -1.5532, -0.8964], [-0.3712, -0.3139, -2.8716], [0.7172, -1.0146, -4.9715], [3.0531, -1.8266, -4.9503], [4.3019, -1.9743, -2.8175], [3.2018, -1.3165, -0.7181], [0.5537, 1.8967, 1.8465], [0.5427, 4.3374, 1.7999], [0.5413, 5.5166, -0.3817], [0.6185, 4.2248, -2.4900], [0.6488, 1.7730, -2.4456]], "forces_ev_per_a": [[-0.73, -2.60, 0.89], [-0.01, 0.00, 0.00], [-0.02, -0.04, -0.03], [-0.04, -0.03, 0.02], [0.01, 0.01, 0.00], [0.03, 0.00, -0.14], [0.00, 0.03, 0.04], [0.09, -0.07, -0.30], [1.15, 1.04, -0.30], [-0.18, 0.14, 0.29], [0.78, 1.39, 0.51], [-0.05, 0.08, 0.13], [0.04, 0.02, -0.03], [0.07, -0.01, -0.01], [-0.11, 0.07, -0.04], [-0.06, -0.04, 0.08], [0.08, 0.16, -0.01], [0.15, 0.04, 0.09], [-0.08, -0.03, 0.14], [0.06, 0.17, -0.25], [-0.05, -0.06, -0.10], [-0.08, 0.02, 0.04], [0.07, 0.05, -0.05], [-0.01, 0.01, 0.00], [0.00, -0.01, 0.03], [-0.07, -0.03, -0.03], [-0.05, -0.09, -0.03], [0.01, -0.02, -0.02], [0.03, -0.01, 0.06], [-0.01, 0.01, -0.01], [0.02, 0.01, 0.04], [-0.01, 0.08, -0.10], [-0.94, -0.05, -0.94], [0.09, -0.02, -0.04], [-0.08, 0.00, -0.07], [-0.02, 0.00, -0.04], [0.02, -0.01, 0.00], [-0.01, -0.02, 0.00], [-0.16, -0.02, -0.20], [-0.12, 0.05, 0.19], [-0.11, -0.02, -0.31], [0.10, 0.04, -0.01], [0.01, 0.03, -0.07], [0.00, 0.03, 0.00], [0.03, 0.03, -0.05], [-0.01, -0.02, -0.01], [-0.02, 0.00, 0.02], [0.01, -0.03, 0.02], [-0.04, -0.05, -0.03], [0.03, 0.00, -0.06], [-0.06, 0.02, 0.13], [-0.06, 0.00, 0.00], [-0.10, -0.03, 0.03], [0.00, 0.05, -0.08], [0.12, -0.05, -0.02], [-0.01, 0.03, -0.03], [0.03, 0.02, -0.03], [0.03, -0.01, 0.00], [0.01, -0.06, 0.05], [-0.04, -0.05, -0.02], [-0.01, -0.07, 0.07], [0.05, -0.01, 0.10], [0.05, 0.06, 0.03], [0.02, -0.01, 0.00], [0.03, -0.02, 0.01], [0.04, -0.01, 0.06], [-0.01, 0.01, 0.02], [-0.08, 0.03, 0.00], [0.21, 0.03, 0.00], [-0.06, -0.12, 0.32], [0.00, -0.05, -0.08], [0.01, -0.03, -0.01], [-0.01, -0.03, 0.08], [-0.01, 0.04, 0.05]], "mulliken_spin": [6.080, 0.000, 0.001, 0.000, 0.000, 0.003, 0.000, -0.040, -0.013, -0.016, -0.033, 0.002, 0.000, -0.002, 0.002, 0.000, -0.001, -0.001, -0.004, 0.000, 0.000, 0.000, 0.000, 0.000, 0.000, 0.000, 0.000, 0.000, 0.000, 0.000, 0.000, 0.000, -0.001, 0.002, -0.001, 0.000, 0.000, 0.000, -0.004, 0.016, 0.008, -0.007, 0.000, -0.001, -0.002, 0.001, 0.000, 0.002, -0.002, -0.001, 0.000, 0.000, 0.000, 0.000, 0.000, 0.000, 0.000, 0.000, 0.000, 0.000, 0.000, 0.000, 0.000, 0.000, 0.000, 0.000, 0.000, 0.000, 0.007, 0.006, 0.000, 0.000, 0.000, 0.000], "s2": 12.749, "e_homo_ev": [-10.517, -10.524], "charge": 1, "gap_ha": [0.26537, 0.28458], "multiplicity": 7}